C27H46BrHgN3OP2 as an isolated structure in a non-equilibrium geometry. Source: the Open Molecules 2025 dataset; level of theory: the ωB97M-V functional and the def2-TZVPD basis.

Output
HOMO: -12.60 eV
total energy: -128044.7742 eV
total charge: +2

Last column: Löwdin charge in e.
Element x y z (Å)
Hg  0.718  -0.207  -0.766  0.935
Br  1.258  3.783  -4.051  0.864
P  2.861  0.583  -1.787  0.856
P  -0.306  -2.541  -0.766  0.861
O  0.393  -0.404  1.876  -0.119
N  2.623  -0.234  2.398  0.168
N  -4.821  -1.099  2.993  0.056
N  1.068  -0.418  4.072  0.028
C  -3.478  0.862  2.780  -0.017
C  -0.379  3.822  -1.682  -0.120
C  5.727  0.410  -1.872  -0.120
C  -1.317  2.576  -3.578  -0.116
C  -2.015  -2.546  -0.114  -0.378
C  -3.458  2.166  0.676  -0.036
C  -1.276  -2.194  -3.397  -0.144
C  -0.485  -3.132  -2.487  -0.404
C  2.040  -3.976  -0.003  -0.138
C  2.300  0.678  -3.523  -0.451
C  -4.916  0.166  0.959  -0.011
C  -2.593  2.812  -1.514  -0.215
C  -0.274  3.291  -2.974  -0.622
C  -3.936  -0.240  3.502  -0.144
C  -0.250  -0.538  4.647  -0.051
C  3.378  0.844  -4.590  -0.130
C  3.894  3.255  -1.732  -0.142
C  -3.640  2.282  -0.670  -0.029
C  1.304  -0.346  2.737  -0.584
C  -5.323  -0.895  1.774  -0.137
C  -3.972  1.082  1.472  -0.219
C  -2.131  -2.780  1.388  -0.130
C  -2.489  2.369  -2.855  -0.019
C  -1.541  3.576  -0.953  -0.021
C  0.513  -3.971  0.033  -0.370
C  3.161  2.179  -0.947  -0.405
C  4.417  -0.373  -1.774  -0.371
H  -2.737  1.534  3.206  0.110
H  2.867  -0.113  1.425  0.061
H  2.404  -4.905  0.455  0.091
H  -2.853  2.893  1.218  0.111
H  -1.136  -2.493  -4.442  0.088
H  1.867  -0.332  4.688  0.150
H  1.602  1.534  -3.572  -0.038
H  5.880  1.068  -1.009  0.080
H  -3.574  -0.416  4.521  0.113
H  3.714  1.936  -0.022  0.088
H  -4.515  1.851  -1.162  0.118
H  -3.313  1.793  -3.278  0.123
H  -1.617  3.919  0.077  0.113
H  4.875  2.929  -2.097  0.064
H  -0.969  -4.118  -2.420  0.102
H  -1.633  -1.978  1.948  0.054
H  4.049  4.123  -1.077  0.095
H  -3.185  -2.791  1.685  0.071
H  0.439  4.401  -1.253  0.108
H  -5.319  0.265  -0.045  0.105
H  2.899  1.149  -5.530  0.088
H  -2.350  -2.241  -3.181  0.081
H  -0.318  -1.458  5.242  0.100
H  -0.956  -1.148  -3.305  0.041
H  2.174  2.555  -0.632  0.057
H  -2.450  -1.568  -0.375  0.078
H  6.564  -0.299  -1.892  0.095
H  0.126  -4.867  -0.479  0.109
H  4.119  1.610  -4.328  0.072
H  -6.082  -1.595  1.413  0.117
H  3.291  3.595  -2.583  -0.017
H  2.427  -3.935  -1.027  0.070
H  -2.571  -3.316  -0.675  0.104
H  -1.008  -0.579  3.860  0.055
H  0.167  -4.018  1.074  0.078
H  4.352  -1.102  -2.595  0.092
H  3.321  -0.083  3.112  0.116
H  0.534  -3.286  -2.874  0.088
H  1.695  -0.221  -3.731  0.073
H  -1.208  2.189  -4.589  0.112
H  5.804  1.015  -2.784  0.071
H  -1.692  -3.736  1.688  0.069
H  -0.467  0.316  5.301  0.099
H  2.460  -3.138  0.567  0.058
H  4.406  -0.950  -0.835  0.077
H  3.901  -0.105  -4.777  0.083